--- P ---
2 unconnected molecules or ions with the total composition C3H4N2OS, computed with ωB97M-V/def2-TZVPD.

Each line ends with the natural charge from an NBO analysis.
Positions of all 11 atoms, in Å:
N: 1.70 -1.20 0.09  -0.5209
C: 0.51 1.01 -0.10  -0.5012
S: 0.08 -1.73 -0.20  0.4067
O: -2.93 -0.56 -0.11  -0.4634
C: -0.65 -0.09 -0.12  0.0125
C: 1.87 0.12 -0.20  0.1048
N: -1.86 0.23 -0.12  -0.1217
H: 0.55 1.84 -0.92  0.2602
H: 0.51 1.43 1.01  0.2579
H: -2.56 -1.58 0.68  0.3733
H: 2.78 0.53 -0.01  0.1917

The value obtained for the molecular weight is 116.1 g/mol. As for the LUMO energy: -0.077 eV. For the HOMO-LUMO gap, the calculation gives 8.76 eV. The calculation puts the HOMO energy at -0.3246 Eh. Its multiplicity is 1.

***

--- Q ---
C3H4N2OS in the gas phase, computed with ωB97M-V/def2-TZVPD.

Each line ends with the natural charge from an NBO analysis.
Positions of all 11 atoms, in Å:
C: -0.16 0.36 -0.16  0.3737
C: 0.25 -2.32 -0.34  -0.7821
H: 0.37 -3.04 -1.45  0.2341
C: 0.19 2.07 0.97  0.1506
H: -0.56 -2.82 0.46  0.2598
N: -0.73 1.53 0.02  -0.5044
H: -0.02 3.03 1.27  0.1993
H: 1.35 -2.00 -0.06  0.2785
N: 1.10 1.22 1.51  -0.1343
S: -0.75 -0.99 -1.19  0.2673
O: 0.84 0.10 0.66  -0.3425

The value obtained for the molecular weight is 116.1 g/mol. As for the LUMO energy: 0.499 eV. For the HOMO-LUMO gap, the calculation gives 9.88 eV. The calculation puts the HOMO energy at -0.3446 Eh. As for the SMILES: CSc1ncno1. Its multiplicity is 1.

***

Which structure is the least stable? The one labeled P.

***

--- P ---
C3H4N2OS in the gas phase, computed with ωB97M-V/def2-TZVPD.

Each line ends with the natural charge from an NBO analysis.
Positions of all 11 atoms, in Å:
O: 1.17 1.17 2.96  -0.9086
N: -0.68 -1.16 -1.17  -0.3436
C: 0.14 -0.16 0.76  -0.0465
H: 0.92 1.45 -0.03  0.4243
N: 0.12 0.82 -0.22  -0.5828
H: 0.25 0.50 -2.33  0.2122
S: 0.54 -0.11 2.70  0.9553
H: -0.52 -2.24 0.40  0.2078
C: -0.35 0.24 -1.49  -0.1040
C: -0.40 -1.28 0.08  -0.0199
H: -1.20 0.77 -1.66  0.2060

The value obtained for the molecular weight is 116.1 g/mol. As for the LUMO energy (alpha / beta): -0.517 / -0.985 eV. For the HOMO-LUMO gap (alpha / beta), the calculation gives 7.85 / 6.48 eV. The calculation puts the HOMO energy (alpha / beta) at -0.3076 / -0.2743 Eh. Its multiplicity is 1.

***

--- Q ---
2 unconnected molecules or ions with the total composition C3H4N2OS, computed with ωB97M-V/def2-TZVPD.

Each line ends with the natural charge from an NBO analysis.
Positions of all 11 atoms, in Å:
N: 0.15 -0.71 -0.14  -0.3096
H: 0.89 1.20 0.25  0.1910
O: 1.02 0.48 -3.15  -0.4570
H: 1.29 -0.20 1.46  0.2173
C: 1.28 -0.61 -2.92  0.4391
C: -1.72 -0.66 -1.65  -0.0791
S: 1.80 -2.04 -2.66  0.0138
H: -0.38 0.50 1.39  0.1949
N: -0.91 -0.82 -0.78  -0.0190
H: -2.77 -0.94 -1.82  0.2269
C: 0.52 0.21 0.86  -0.4184

The value obtained for the molecular weight is 116.1 g/mol. As for the LUMO energy (alpha / beta): 0.729 / 0.730 eV. For the HOMO-LUMO gap (alpha / beta), the calculation gives 9.22 / 9.22 eV. The calculation puts the HOMO energy (alpha / beta) at -0.3119 / -0.3118 Eh. Its multiplicity is 1.

***

--- R ---
C3H4N2OS in the gas phase, computed with ωB97M-V/def2-TZVPD.

Each line ends with the natural charge from an NBO analysis.
Positions of all 11 atoms, in Å:
H: 1.18 -1.27 2.01  0.1071
S: 1.10 -1.60 0.70  0.2126
N: -1.31 0.65 0.41  -0.1177
N: 0.97 -0.04 0.07  -0.7849
H: 1.79 0.31 -0.47  0.4099
C: -0.47 1.44 -2.76  -0.1786
C: -0.25 0.54 -0.30  0.2541
H: -1.99 0.31 2.09  0.4827
H: -0.56 1.91 -3.74  0.2456
C: -0.41 1.06 -1.61  -0.0686
O: -1.11 0.23 1.71  -0.5623

The value obtained for the molecular weight is 116.1 g/mol. As for the LUMO energy: 0.726 eV. For the HOMO-LUMO gap, the calculation gives 9.71 eV. The calculation puts the HOMO energy at -0.3302 Eh. As for the SMILES: C#C/C(=N/O)NS. Its multiplicity is 1.

***

--- S ---
C3H4N2OS in the gas phase, computed with ωB97M-V/def2-TZVPD.

Each line ends with the natural charge from an NBO analysis.
Positions of all 11 atoms, in Å:
N: 0.24 2.08 0.22  -0.6844
H: 0.55 -2.59 0.12  0.2555
H: -1.93 -2.11 -0.36  0.2543
N: -0.23 0.89 -0.36  -0.5084
H: 0.10 2.77 -0.54  0.3621
S: -1.77 0.27 0.09  0.5803
C: 0.94 -0.39 0.15  0.6847
H: 1.20 1.82 0.48  0.3786
C: -1.22 -1.30 0.03  -0.3365
C: 0.12 -1.56 0.07  -0.4498
O: 2.01 0.11 0.09  -0.5363

The value obtained for the molecular weight is 116.1 g/mol. As for the LUMO energy (alpha / beta): -0.145 / -0.145 eV. For the HOMO-LUMO gap (alpha / beta), the calculation gives 8.09 / 8.09 eV. The calculation puts the HOMO energy (alpha / beta) at -0.3028 / -0.3028 Eh. As for the SMILES: Nn1sccc1=O. Its multiplicity is 1.

***

Which structure is the least stable? The one labeled R.

***

--- P ---
C3H4N2OS in the gas phase, computed with ωB97M-V/def2-TZVPD.

Each line ends with the natural charge from an NBO analysis.
Positions of all 11 atoms, in Å:
N: -1.04 -0.29 0.00  0.1297
H: -1.77 1.71 0.04  0.2366
S: 2.75 -0.40 0.00  0.0286
H: 2.58 -1.72 0.00  0.1409
O: -2.23 -0.95 -0.01  -0.5014
H: -1.93 -1.89 0.00  0.4926
C: -0.90 1.05 -0.01  -0.0676
H: 0.98 2.21 -0.04  0.2384
N: 0.09 -0.97 0.00  -0.3280
C: 1.02 -0.01 0.00  -0.0179
C: 0.45 1.26 0.00  -0.3518

The value obtained for the molecular weight is 116.1 g/mol. As for the LUMO energy: 0.940 eV. For the HOMO-LUMO gap, the calculation gives 9.24 eV. The calculation puts the HOMO energy at -0.3051 Eh. As for the SMILES: On1ccc(S)n1. Its multiplicity is 1.

***

--- Q ---
3 unconnected molecules or ions with the total composition C3H4N2OS, computed with ωB97M-V/def2-TZVPD.

Each line ends with the natural charge from an NBO analysis.
Positions of all 11 atoms, in Å:
H: -1.14 2.84 -0.29  0.3650
C: 0.49 -0.58 -0.80  -0.0015
H: -0.10 -1.80 1.15  0.2367
N: -0.01 0.27 1.27  -0.3957
C: -0.42 1.21 0.30  0.6128
O: 0.41 0.84 -0.82  -0.5085
S: 0.99 -1.57 -2.10  0.1116
C: -0.06 -0.97 0.48  -0.0766
H: 2.84 -2.69 -1.47  0.0597
H: -1.92 0.23 1.67  0.2567
N: -1.08 2.23 0.59  -0.6603

The value obtained for the molecular weight is 116.1 g/mol. As for the LUMO energy: -2.696 eV. For the HOMO-LUMO gap, the calculation gives 5.73 eV. The calculation puts the HOMO energy at -0.3096 Eh. Its multiplicity is 1.

***

--- R ---
2 unconnected molecules or ions with the total composition C3H4N2OS, computed with ωB97M-V/def2-TZVPD.

Each line ends with the natural charge from an NBO analysis.
Positions of all 11 atoms, in Å:
C: 0.13 1.81 0.07  -0.6186
N: -1.43 -0.76 0.15  -0.5793
S: 1.44 0.93 -0.24  0.1778
N: 0.56 -1.27 -0.84  -0.6426
H: 1.35 -1.90 -0.91  0.3703
H: -0.30 2.44 -0.70  0.1981
H: -0.40 -2.44 0.63  0.1734
C: -1.92 0.28 -0.20  0.9133
C: -0.35 -1.57 -0.02  0.2932
H: -0.28 1.90 1.06  0.1916
O: -2.64 1.15 -0.42  -0.4772

The value obtained for the molecular weight is 116.1 g/mol. As for the LUMO energy: -0.012 eV. For the HOMO-LUMO gap, the calculation gives 8.60 eV. The calculation puts the HOMO energy at -0.3167 Eh. As for the SMILES: [H]/N=C/N=C=O.C=S. Its multiplicity is 1.

***

Which structure is the least stable? The one labeled Q.

***

--- P ---
C3H4N2OS in the gas phase, computed with ωB97M-V/def2-TZVPD.

Each line ends with the natural charge from an NBO analysis.
Positions of all 11 atoms, in Å:
C: 0.55 0.14 -0.01  0.0940
O: 1.36 -1.85 0.00  -0.1363
H: -2.61 -1.85 0.02  0.1748
C: 0.47 1.60 -0.01  -0.6503
H: -0.10 1.93 0.91  0.2347
S: -2.21 -0.49 -0.01  0.0411
N: 0.01 -2.05 0.00  -0.1140
C: -0.50 -0.84 -0.01  -0.0559
H: 1.47 2.00 0.03  0.2470
H: -0.11 1.94 -0.90  0.2358
N: 1.68 -0.54 -0.01  -0.0709

The value obtained for the molecular weight is 116.1 g/mol. As for the LUMO energy: 0.571 eV. For the HOMO-LUMO gap, the calculation gives 10.14 eV. The calculation puts the HOMO energy at -0.3515 Eh. As for the SMILES: Cc1nonc1S. Its multiplicity is 1.

***

--- Q ---
C3H4N2OS in the gas phase, computed with ωB97M-V/def2-TZVPD.

Each line ends with the natural charge from an NBO analysis.
Positions of all 11 atoms, in Å:
C: 1.50 -1.09 1.32  -0.6610
H: 1.78 -0.43 -1.66  0.1318
N: -1.78 0.43 0.95  0.0795
S: 0.69 0.31 -1.98  0.0461
N: -1.33 0.79 -0.20  -0.2146
O: -0.81 -0.29 1.61  -0.2622
H: 1.76 -1.98 0.66  0.2343
H: 1.33 -1.43 2.32  0.2424
C: 0.25 -0.34 0.85  0.2828
H: 2.38 -0.49 1.30  0.2362
C: -0.08 0.29 -0.35  -0.1153

The value obtained for the molecular weight is 116.1 g/mol. As for the LUMO energy: 0.517 eV. For the HOMO-LUMO gap, the calculation gives 9.51 eV. The calculation puts the HOMO energy at -0.3304 Eh. As for the SMILES: Cc1onnc1S. Its multiplicity is 1.

***

Which structure is the least stable? The one labeled P.

***

--- P ---
CN2O2S in the gas phase, computed with ωB97M-V/def2-TZVPD.

Each line ends with the natural charge from an NBO analysis.
Positions of all 6 atoms, in Å:
S: 1.09 -0.43 -0.82  0.7620
N: 0.71 -0.28 0.80  -0.7643
O: -1.05 -0.25 2.34  -0.4617
N: -0.12 0.50 -1.34  -0.1357
O: -0.40 0.73 -2.50  -0.2965
C: -0.24 -0.27 1.53  0.8962

The value obtained for the molecular weight is 104.1 g/mol. As for the LUMO energy: -0.625 eV. For the HOMO-LUMO gap, the calculation gives 8.93 eV. The calculation puts the HOMO energy at -0.3513 Eh. As for the SMILES: O=C=NSN=O. Its multiplicity is 1.

***

--- Q ---
CN2O2S in the gas phase, computed with ωB97M-V/def2-TZVPD.

Each line ends with the natural charge from an NBO analysis.
Positions of all 6 atoms, in Å:
O: -0.29 1.23 -0.02  -0.6206
C: 0.70 0.37 0.00  0.8123
N: -0.10 -1.20 -0.01  -0.1512
S: -1.84 0.54 0.01  0.7944
O: 1.86 0.51 0.02  -0.5078
N: -1.29 -0.99 0.00  -0.3272

The value obtained for the molecular weight is 104.1 g/mol. As for the LUMO energy: -0.487 eV. For the HOMO-LUMO gap, the calculation gives 9.50 eV. The calculation puts the HOMO energy at -0.3669 Eh. As for the SMILES: O=c1nnso1. Its multiplicity is 1.

***

Which structure is the least stable? The one labeled P.

***

--- P ---
C18H18N4O3S in the gas phase, computed with ωB97M-V/def2-TZVPD.

Each line ends with the natural charge from an NBO analysis.
Positions of all 44 atoms, in Å:
O: 3.74 -0.54 -2.20  -0.4684
O: -1.84 -0.55 5.08  -0.6231
H: -0.83 -0.26 -4.76  0.2109
H: -3.86 -0.42 3.76  0.2334
H: -4.84 0.28 1.31  0.2170
H: -4.07 -1.30 1.49  0.2050
C: -1.51 -0.15 1.50  -0.2260
C: -0.77 1.33 -2.58  -0.1354
C: 2.33 -1.15 -3.92  -0.2514
H: -2.79 1.28 0.50  0.1980
H: 4.08 1.10 -0.97  0.2156
C: 0.12 -0.99 3.79  -0.6172
C: -3.91 -0.22 1.56  -0.4085
C: 0.26 0.48 -3.06  -0.0952
S: 1.26 0.37 3.34  0.2984
N: -1.99 -0.15 2.87  -0.4281
H: -3.55 1.22 3.15  0.1880
H: 0.47 -1.39 4.74  0.2570
C: -1.32 -0.54 3.97  0.6655
H: -2.74 -0.30 -0.30  0.2220
N: 1.48 -1.32 1.21  -0.3547
C: -3.41 0.15 2.95  -0.2140
N: 1.65 1.21 -1.23  -0.4663
H: 5.00 -0.40 -0.66  0.2143
O: 2.86 0.39 1.21  -0.4201
H: 1.03 -1.70 -5.53  0.2184
C: 4.02 0.01 -0.94  -0.1074
C: 3.01 -0.36 0.09  0.4684
H: 0.91 2.56 0.08  0.1948
N: 2.22 -1.38 0.09  -0.3016
H: -1.11 -1.13 1.23  0.2162
C: 0.69 1.98 -0.81  0.0514
C: 1.13 -1.09 -4.64  -0.1835
H: -0.72 0.59 1.37  0.2031
C: -0.56 2.08 -1.45  -0.2661
C: 1.87 -0.26 1.85  0.2834
C: 1.48 0.45 -2.33  0.1621
H: 0.21 -1.74 3.00  0.2798
H: -1.31 2.75 -1.07  0.2223
C: 2.52 -0.40 -2.78  0.3133
C: -2.75 0.21 0.67  -0.4065
C: 0.10 -0.30 -4.22  -0.2102
H: 3.13 -1.78 -4.25  0.2280
H: -1.71 1.37 -3.11  0.2173

The value obtained for the molecular weight is 370.4 g/mol. As for the LUMO energy: 0.024 eV. For the HOMO-LUMO gap, the calculation gives 8.41 eV. The calculation puts the HOMO energy at -0.3081 Eh. As for the SMILES: O=C(CSc1nnc(COc2cccc3cccnc23)o1)N1CCCC1. Its multiplicity is 1.

***

--- Q ---
C18H18N4O3S in the gas phase, computed with ωB97M-V/def2-TZVPD.

Each line ends with the natural charge from an NBO analysis.
Positions of all 44 atoms, in Å:
C: -2.86 0.97 1.72  -0.1195
H: -0.80 3.42 -0.82  0.2202
C: -0.40 -2.28 -0.24  0.2598
H: -2.65 -1.33 -1.47  0.1816
N: -3.86 1.11 -0.86  -0.4203
H: -0.12 -3.45 1.52  0.2257
C: 0.33 -2.73 0.86  -0.1696
C: 4.05 -1.02 1.75  -0.2575
C: -0.58 1.31 0.88  0.3163
C: -4.21 0.82 1.48  -0.2539
H: -0.34 -0.94 -1.93  0.2383
H: 4.34 -2.07 1.90  0.1737
H: -1.95 1.37 -1.52  0.1996
N: 0.03 0.69 1.87  -0.2761
H: 0.17 2.41 -1.93  0.2398
C: 1.53 1.64 0.70  0.1479
N: 0.34 1.96 0.11  -0.3611
H: -1.90 -2.62 -2.45  0.1761
O: -1.64 -2.81 -0.40  -0.4946
C: 2.20 -1.30 0.28  0.3696
N: 1.34 0.89 1.76  -0.2862
H: 2.13 -2.62 1.97  0.2257
H: 3.39 -0.69 2.55  0.2084
H: 3.33 1.71 -2.30  0.2402
H: 0.97 3.63 -0.92  0.2327
C: -2.00 1.21 0.64  -0.1351
O: 3.44 -0.82 0.49  -0.5171
H: -5.71 0.82 -0.07  0.1951
H: 4.01 0.37 -1.32  0.2581
C: -2.56 1.25 -0.63  0.0409
H: 4.95 -0.40 1.73  0.2019
S: 3.08 2.11 0.05  0.2667
C: -2.41 -2.40 -1.51  -0.2531
C: 1.47 -0.83 -0.83  -0.2609
C: 0.16 2.90 -0.96  -0.4290
C: -4.66 0.91 0.17  0.0406
H: -4.90 0.64 2.29  0.2237
C: 3.15 1.04 -1.46  -0.6080
O: 1.20 0.58 -2.68  -0.5755
C: 0.18 -1.34 -1.07  -0.2001
H: -2.44 0.90 2.72  0.2394
C: 1.60 -2.26 1.11  -0.2840
H: -3.33 -2.98 -1.45  0.1998
C: 1.89 0.26 -1.73  0.5800

The value obtained for the molecular weight is 370.4 g/mol. As for the LUMO energy: -0.030 eV. For the HOMO-LUMO gap, the calculation gives 7.96 eV. The calculation puts the HOMO energy at -0.2936 Eh. As for the SMILES: COc1ccc(OC)c(C(=O)CSc2nnc(-c3cccnc3)n2C)c1. Its multiplicity is 1.

***

Which structure is the least stable? The one labeled Q.

***

--- P ---
C7H11FO in the gas phase, computed with ωB97M-V/def2-TZVPD.

Each line ends with the natural charge from an NBO analysis.
Positions of all 20 atoms, in Å:
H: 2.80 2.27 0.62  0.2322
H: -3.21 -0.96 0.65  0.2173
C: -2.21 -1.25 0.60  -0.6263
O: 0.95 0.79 0.70  -0.5075
C: -1.53 0.57 -1.14  -0.6656
H: 3.40 1.58 -0.92  0.2277
H: -1.90 -1.76 1.52  0.2148
H: 4.00 0.86 0.59  0.2334
H: 1.66 -1.78 0.06  0.1670
C: -1.20 -0.24 0.10  0.0086
C: -0.21 -0.01 0.98  0.0678
C: 2.29 -1.01 -0.15  0.0745
F: 3.57 -1.45 -0.46  -0.3524
C: 3.15 1.35 0.09  -0.6590
H: -0.12 -0.83 1.74  0.1755
C: 2.08 0.27 0.18  0.2809
H: -2.65 0.55 -1.42  0.2257
H: -1.05 1.58 -0.98  0.2423
H: -2.20 -1.97 -0.21  0.2122
H: -0.98 0.11 -1.98  0.2311

The value obtained for the molecular weight is 130.2 g/mol. As for the LUMO energy: 0.833 eV. For the HOMO-LUMO gap, the calculation gives 9.38 eV. The calculation puts the HOMO energy at -0.3140 Eh. As for the SMILES: CC(C)=CO/C(C)=C/F. Its multiplicity is 1.

***

--- Q ---
A molecular structure, C7H11FO, computed with ωB97M-V/def2-TZVPD.

Each line ends with the natural charge from an NBO analysis.
Positions of all 20 atoms, in Å:
H: -0.29 0.83 1.96  0.2215
C: -0.44 0.91 -0.99  0.1127
H: -2.70 -1.04 -0.62  0.1913
H: 1.22 -1.34 -1.44  0.2289
H: -3.09 0.63 -1.13  0.1977
H: 2.56 0.61 1.58  0.2184
H: 1.45 -2.36 0.16  0.2109
C: 0.90 -1.56 -0.37  -0.6625
C: -0.41 0.04 1.29  -0.4506
H: -0.87 -0.84 1.77  0.2090
H: -0.01 -2.10 -0.39  0.2148
C: 2.15 0.49 0.63  -0.6619
F: -1.95 1.81 0.66  -0.3407
O: -1.19 0.09 -1.81  -0.5107
C: -2.26 0.00 -0.78  -0.0992
C: -1.36 0.72 0.23  0.2950
H: 2.96 0.06 0.08  0.2166
H: 2.29 1.58 0.23  0.2057
C: 0.85 -0.24 0.32  0.0016
H: 0.19 1.71 -1.38  0.2014

The value obtained for the molecular weight is 130.2 g/mol. As for the LUMO energy: 0.912 eV. For the HOMO-LUMO gap, the calculation gives 8.39 eV. The calculation puts the HOMO energy at -0.2746 Eh. Its multiplicity is 1.

***

Which structure is the least stable? The one labeled Q.